Entry 1:
{
  "formula": "C33H67O25",
  "method": "the ωB97M-V functional and the def2-TZVPD basis",
  "species": ["O", "O", "O", "O", "O", "O", "O", "O", "O", "O", "O", "O", "O", "O", "O", "O", "O", "O", "O", "O", "O", "O", "O", "O", "O", "C", "C", "C", "C", "C", "C", "C", "C", "C", "C", "C", "C", "C", "C", "C", "C", "C", "C", "C", "C", "C", "C", "C", "C", "C", "C", "C", "C", "C", "C", "C", "C", "C", "H", "H", "H", "H", "H", "H", "H", "H", "H", "H", "H", "H", "H", "H", "H", "H", "H", "H", "H", "H", "H", "H", "H", "H", "H", "H", "H", "H", "H", "H", "H", "H", "H", "H", "H", "H", "H", "H", "H", "H", "H", "H", "H", "H", "H", "H", "H", "H", "H", "H", "H", "H", "H", "H", "H", "H", "H", "H", "H", "H", "H", "H", "H", "H", "H", "H", "H"],
  "positions_angstrom": [[-0.678, 4.604, -1.290], [4.935, -5.057, 1.272], [-4.922, -1.408, -3.057], [-2.789, -1.770, -3.382], [-1.556, 2.741, -3.390], [2.831, -4.813, 1.511], [-1.607, 4.199, 1.469], [0.869, 6.247, -1.889], [7.330, -2.967, -0.389], [-0.481, 1.763, -5.231], [-3.423, 0.289, -2.590], [5.616, -1.657, 0.379], [-0.051, -0.203, 6.242], [0.194, -1.323, 4.180], [0.496, 1.716, -3.218], [1.599, 4.613, -0.747], [3.636, -6.763, 0.487], [-4.412, 0.564, 0.341], [-0.002, 5.686, 2.455], [-6.434, -0.504, 0.507], [-0.387, 3.745, 3.324], [1.950, -0.399, 5.097], [-4.528, -1.709, 0.665], [-1.027, 0.925, -0.215], [6.030, -1.871, -1.886], [6.274, -2.148, -0.706], [4.376, -0.968, 0.241], [-2.079, 2.340, 4.393], [2.696, 0.241, 6.129], [6.155, -5.806, 1.157], [-5.059, -0.467, 0.515], [3.803, -5.639, 0.974], [-0.717, -2.757, -3.770], [-3.162, -1.871, 0.499], [2.681, 0.746, -2.822], [-7.216, -1.637, 0.518], [1.594, 3.257, -0.338], [-6.077, -0.633, -2.981], [-1.410, -1.453, -3.464], [-0.734, 7.955, -2.038], [0.883, -4.743, 0.094], [-0.219, 6.731, 1.558], [-1.191, -1.743, 4.080], [0.570, -0.591, 5.226], [-1.249, -2.823, 3.077], [0.018, 6.940, -2.807], [-1.610, 2.008, -6.106], [3.704, -1.038, 1.591], [-0.758, 4.514, 2.355], [0.473, 5.118, -1.290], [-0.852, 2.383, 3.425], [-8.444, -1.368, 1.298], [1.636, 1.047, -3.865], [-0.594, 2.162, -3.939], [8.305, -3.412, -1.338], [1.504, -5.279, 1.342], [-0.062, 0.037, 0.274], [-3.644, -0.869, -2.989], [-2.701, -1.078, 1.088], [4.230, -0.484, 2.369], [2.539, 1.320, 6.160], [3.763, 0.159, 5.923], [-1.297, -0.763, -4.300], [7.785, -4.194, -1.892], [-9.017, -2.294, 1.255], [-1.307, -3.579, -3.366], [-6.891, -1.115, -2.440], [-0.665, 6.225, -3.264], [2.862, 1.679, -2.288], [0.922, 0.497, 0.364], [-1.005, -0.912, -2.609], [5.992, -6.580, 1.907], [3.548, -2.081, 1.868], [0.530, 7.452, 1.228], [-1.584, 7.563, -1.478], [0.191, -0.803, -0.373], [-9.088, -0.590, 0.887], [-2.390, 1.304, 4.531], [1.399, -5.101, -0.797], [1.061, 2.635, -1.056], [-6.424, -0.356, -3.977], [-1.166, 8.695, -2.712], [6.240, -6.384, 0.237], [0.603, 7.445, -3.576], [-0.730, -2.555, 2.156], [-1.168, 2.149, 2.408], [-0.661, -2.970, -4.838], [-6.720, -2.532, 0.892], [2.510, -0.242, 7.089], [-2.905, -2.888, 0.797], [-2.962, -1.672, -0.554], [3.772, -1.380, -0.567], [2.339, 0.044, -2.061], [-1.955, 1.022, -6.417], [1.127, -4.811, 2.252], [7.136, -5.341, 1.254], [2.106, 1.685, -4.614], [-0.711, 6.488, 0.616], [-8.355, -1.137, 2.359], [-2.415, 2.488, -5.550], [-1.678, -2.098, 4.988], [-0.077, 1.684, 3.738], [2.688, -0.648, 1.540], [-0.371, -0.418, 1.215], [1.123, 3.249, 0.645], [-0.046, 8.544, -1.433], [-7.515, -1.790, -0.519], [-1.437, 2.581, -7.017], [-1.817, -0.869, 3.897], [8.716, -2.594, -1.929], [-5.902, 0.249, -2.366], [1.452, -6.365, 1.420], [0.966, -3.657, 0.063], [1.225, 0.212, -4.431], [9.186, -3.791, -0.818], [2.595, 2.834, -0.250], [0.299, -2.848, -3.384], [-0.935, 7.424, 1.999], [-0.803, -3.726, 3.493], [-2.298, -3.114, 3.019], [4.592, 0.095, 0.139], [3.650, 0.480, -3.243], [-2.899, 2.962, 4.036], [-0.161, -5.033, -0.033], [-1.879, 2.749, 5.383]],
  "multiplicity": 2,
  "e_tot_ha": -3178.41101,
  "homo_lumo_gap_ev": [10.224, 8.766],
  "charge": 0,
  "e_homo_ev": [-9.774, -9.774],
  "lumo_ev": [0.5, -1.0],
  "relative_energy_kcal_mol": 11.0
}

***

Entry 2:
{
  "formula": "C33H70O10Si",
  "method": "the ωB97M-V functional and the def2-TZVPD basis",
  "species": ["Si", "O", "O", "O", "O", "O", "O", "O", "O", "O", "O", "C", "C", "C", "C", "C", "C", "C", "C", "C", "C", "C", "C", "C", "C", "C", "C", "C", "C", "C", "C", "C", "C", "C", "C", "C", "C", "C", "C", "C", "C", "C", "C", "C", "H", "H", "H", "H", "H", "H", "H", "H", "H", "H", "H", "H", "H", "H", "H", "H", "H", "H", "H", "H", "H", "H", "H", "H", "H", "H", "H", "H", "H", "H", "H", "H", "H", "H", "H", "H", "H", "H", "H", "H", "H", "H", "H", "H", "H", "H", "H", "H", "H", "H", "H", "H", "H", "H", "H", "H", "H", "H", "H", "H", "H", "H", "H", "H", "H", "H", "H", "H", "H", "H"],
  "positions_angstrom": [[3.301, 0.114, 2.947], [-5.181, -4.656, -4.231], [9.051, 3.023, 7.049], [7.359, 2.396, 5.809], [11.686, -0.545, 7.277], [-4.904, 0.785, -6.514], [-6.342, -3.595, 2.530], [-5.847, -1.815, 1.292], [-3.892, 1.260, -8.400], [-6.158, -4.142, -2.329], [12.593, -2.425, 7.955], [-3.999, 0.536, -7.261], [-5.938, -0.392, 1.133], [1.965, 0.629, -1.586], [3.722, 1.034, 0.164], [-6.257, -2.396, 2.441], [-7.345, -4.081, -1.529], [-7.336, -5.617, -3.925], [4.122, 1.198, 1.648], [-2.760, 1.175, -9.268], [-1.689, -0.470, -1.664], [-0.280, -0.397, -2.210], [-3.035, -0.603, -7.000], [-7.497, -5.325, -0.688], [-2.887, 0.050, -10.273], [7.241, 4.570, 6.992], [-6.153, -4.758, -3.529], [2.378, 0.433, -0.132], [0.481, 0.841, -1.785], [-6.541, -1.496, 3.623], [7.946, 3.275, 6.646], [-6.303, 1.682, -3.736], [5.822, 3.401, 4.206], [-3.620, -0.117, -3.245], [11.573, 0.886, 7.325], [13.845, -0.471, 8.487], [-2.691, -1.113, -2.613], [12.661, -1.225, 7.911], [5.988, 2.496, 5.408], [-4.540, 0.526, -2.231], [-5.229, 2.692, -4.008], [12.417, 1.560, 6.265], [-4.721, 0.321, 1.682], [-5.973, 0.603, -2.687], [-3.459, -1.517, -7.416], [-8.288, -5.279, -3.525], [-2.017, 0.540, -1.475], [-6.006, -0.229, 0.061], [-3.283, -1.847, -2.101], [0.273, -1.269, -1.892], [1.906, -0.234, 2.625], [-7.196, 2.206, -3.435], [-4.619, 0.173, 2.758], [-2.922, -0.924, -9.784], [13.481, 1.366, 6.408], [-4.832, 3.140, -3.116], [-7.151, -6.636, -3.589], [-7.403, -5.615, -5.009], [-1.691, -0.994, -0.725], [-5.645, 3.497, -4.588], [-8.372, -5.254, -0.041], [2.484, 1.482, -1.985], [-6.616, -5.459, -0.063], [-6.218, -0.352, -3.113], [6.448, 3.051, 3.386], [1.622, 0.882, 0.485], [-1.837, 1.105, -8.691], [12.254, 2.637, 6.288], [-0.348, -0.437, -3.285], [-2.739, 2.135, -9.780], [-3.806, 0.165, -10.847], [-4.442, 2.277, -4.603], [-4.157, 1.480, -1.915], [5.698, 1.480, 5.152], [3.228, 0.902, 4.208], [-7.219, -3.208, -0.894], [4.076, -1.106, 3.270], [-4.789, 1.391, 1.485], [-3.016, 0.641, -3.732], [12.143, 1.185, 5.279], [-7.284, -1.984, 4.245], [7.579, 4.883, 7.974], [-6.868, -0.020, 1.566], [6.119, 4.426, 4.428], [-2.166, -1.642, -3.387], [7.533, 5.327, 6.266], [-6.914, -0.511, 3.351], [4.498, 0.485, -0.343], [5.359, 2.798, 6.245], [3.723, 2.016, -0.269], [-8.218, -3.898, -2.157], [4.784, 3.409, 3.873], [-6.607, 0.743, -1.826], [2.437, -0.633, 0.031], [-5.624, -1.381, 4.200], [-7.598, -6.209, -1.319], [-6.510, 1.191, -4.669], [6.157, 4.498, 7.012], [11.799, 1.255, 8.326], [-4.518, -0.112, -1.362], [-2.042, 0.059, -10.961], [4.035, 2.227, 1.936], [2.268, -0.221, -2.167], [-2.947, -0.728, -5.925], [5.170, 0.972, 1.716], [0.032, 1.186, -0.867], [0.311, 1.613, -2.513], [13.611, 0.531, 8.836], [-3.819, -0.064, 1.206], [10.524, 1.094, 7.145], [14.230, -1.043, 9.325], [-4.209, -0.631, -3.977], [14.620, -0.409, 7.724], [-2.040, -0.453, -7.411]],
  "multiplicity": 1,
  "e_tot_ha": -2341.23295,
  "homo_lumo_gap_ev": 10.404,
  "charge": 0,
  "e_homo_ev": -9.819,
  "lumo_ev": 0.6
}